{"formula": "C17H21F19N3O4S", "method": "wB97M-V/def2-TZVPD", "elements": ["F", "C", "F", "C", "C", "N", "C", "N", "C", "C", "N", "C", "F", "F", "C", "F", "F", "C", "F", "F", "S", "F", "F", "F", "F", "F", "H", "H", "H", "H", "H", "H", "H", "H", "H", "H", "H", "C", "C", "O", "C", "O", "C", "F", "F", "F", "H", "H", "H", "H", "H", "C", "C", "O", "C", "O", "C", "F", "F", "F", "H", "H", "H", "H", "H"], "xyz": [[0.00181, -2.57798, 0.40804], [0.10448, -3.90952, 0.23280], [0.16492, -4.47770, 1.44150], [-1.20775, -4.38050, -0.40788], [-2.40588, -3.81530, 0.34646], [-3.65347, -3.91434, -0.48000], [-4.65948, -3.13821, -0.16032], [-5.56714, -2.52661, -0.97216], [-5.65273, -1.15081, -0.38470], [-5.32338, -1.38955, 1.11892], [-4.87289, -2.79150, 1.13810], [1.29422, -4.32180, -0.66046], [1.10476, -5.64210, -0.85398], [1.20060, -3.81907, -1.87057], [2.73463, -4.22866, -0.05805], [2.78355, -5.20696, 0.85380], [3.57793, -4.62225, -0.98280], [3.18118, -2.97088, 0.72262], [4.33333, -3.28398, 1.26682], [2.40690, -2.74731, 1.74449], [3.44883, -1.34714, -0.20005], [4.80241, -1.09115, 0.57565], [4.27015, -2.04122, -1.33274], [2.06922, -1.50139, -0.94594], [2.72483, -0.55705, 0.97662], [3.63429, 0.03862, -0.93381], [-1.21251, -4.06564, -1.45573], [-1.28616, -5.46526, -0.39546], [-2.57362, -4.43238, 1.22588], [-2.30634, -2.77050, 0.60990], [-3.70488, -4.59291, -1.22854], [-5.14416, -2.40841, -1.89203], [-4.88434, -0.50490, -0.81171], [-6.63530, -0.69045, -0.35751], [-6.18565, -1.28876, 1.77446], [-4.56265, -0.70633, 1.49057], [-5.38774, -3.45020, 1.70595], [-0.07100, 3.89259, 0.18647], [-0.61359, 2.48190, 0.26898], [-2.05953, 2.46954, 0.20656], [-2.58768, 2.60742, -1.00347], [-1.98524, 2.73366, -2.02682], [-4.11999, 2.54141, -0.91697], [-4.60680, 3.30219, 0.06748], [-4.54174, 1.26014, -0.67580], [-4.69696, 2.93202, -2.04687], [-0.51699, 4.51763, 0.96136], [1.01114, 3.89431, 0.30872], [-0.30595, 4.35174, -0.77282], [-0.35194, 2.03737, 1.22769], [-0.19901, 1.84315, -0.51151], [4.87216, 3.03667, -0.66480], [4.45720, 3.46418, 0.72743], [4.56431, 4.88925, 0.89399], [3.57321, 5.60849, 0.38104], [2.61585, 5.17329, -0.19332], [3.80524, 7.09877, 0.66732], [5.06437, 7.46491, 0.38377], [3.58312, 7.36857, 1.96644], [2.98494, 7.86444, -0.05486], [5.87721, 3.39533, -0.88977], [4.85661, 1.95363, -0.74780], [4.20677, 3.45033, -1.42258], [5.12625, 3.02336, 1.46392], [3.44607, 3.13388, 0.96814]], "forces_ev_per_angstrom": [[0.59, 0.54, -0.05], [-1.81, -0.34, -0.68], [0.66, -0.19, 0.64], [-0.38, 0.20, -0.62], [-0.55, -1.03, 0.15], [0.46, -0.50, -0.03], [-1.58, -0.32, 0.63], [1.84, 0.68, -1.00], [-0.26, 0.12, 1.70], [-0.57, -0.34, 0.24], [0.99, 1.20, 0.04], [0.12, -0.85, 0.88], [0.01, -0.89, 0.25], [0.06, 1.42, -0.81], [-1.06, -0.63, 0.20], [-0.31, -0.23, 1.12], [0.86, 0.66, -1.25], [1.11, 0.22, -0.35], [1.63, -0.66, -0.16], [-1.99, 0.04, 0.65], [0.75, 1.72, 1.15], [0.21, 0.04, -0.07], [-0.41, -0.55, -0.51], [-0.15, -0.47, -0.36], [-0.46, 0.08, -0.12], [-0.01, -0.16, -0.26], [-0.02, 0.10, 0.08], [0.33, -0.05, 0.00], [0.21, 0.32, 0.30], [0.15, 0.01, 0.11], [0.09, 0.46, -0.36], [-0.64, -0.38, -0.29], [-0.61, -0.63, -0.19], [-0.09, -0.18, -0.99], [-0.11, 0.09, -0.15], [0.16, -0.14, -0.06], [0.46, -0.20, 0.14], [-0.31, 0.00, -0.05], [0.68, 0.24, 0.15], [-0.46, -0.22, -0.11], [0.85, -0.09, 0.29], [-0.41, -0.07, -0.14], [-0.93, 0.52, -0.03], [0.26, -0.25, -0.06], [0.51, 0.88, 0.02], [0.32, -0.21, 0.08], [0.07, -0.07, 0.09], [-0.21, -0.08, -0.02], [0.12, -0.06, -0.05], [-0.30, -0.04, 0.05], [-0.20, 0.05, -0.14], [0.00, 0.35, -0.19], [0.13, -0.64, -0.12], [-0.15, 0.33, 0.05], [0.19, -0.68, 0.08], [0.17, 0.44, -0.02], [0.17, 0.98, 0.05], [-0.26, -0.24, 0.04], [0.00, -0.26, -0.24], [0.08, -0.36, 0.10], [0.03, -0.08, 0.09], [0.06, 0.01, 0.06], [-0.08, -0.06, 0.05], [0.05, 0.26, 0.09], [-0.06, 0.17, -0.06]], "e_tot_ev": -93088.99651, "total_charge": 1, "orbital_gap_ev": 9.26, "molar_mass_g_mol": 724.4, "multiplicity": 1}